No. 1
C17H54N12O11Pd | the ωB97M-V functional and the def2-TZVPD basis

## Properties
- frontier orbital gap (alpha / beta) (Ha) = 0.1811 / 0.0829
- multiplicity = 3
- total charge = +2

Each line ends with the Löwdin spin population.
Atoms and positions in Å:
1 N -0.32181 1.08718 -3.10500  0.000
2 H 0.15555 0.27751 -3.50509  0.000
3 H -1.24078 1.30212 -3.51236  0.000
4 H 0.34419 1.85523 -3.15199  0.000
5 H -0.49514 0.64237 -2.17861  0.000
6 N 0.28863 -2.73365 -1.84743  0.000
7 H 1.08075 -3.08303 -1.30918  0.000
8 H -0.20295 -3.48716 -2.34140  0.000
9 H 0.57919 -2.12847 -2.60984  0.000
10 H -0.40535 -2.32339 -1.21343  0.000
11 Pd -3.35022 0.57809 1.92961  1.303
12 C -1.36309 -0.04399 0.29136  0.008
13 O -0.54108 -0.35993 -0.60894  0.071
14 O -1.95752 1.08318 0.21291  0.299
15 O -1.66437 -0.73085 1.29822  0.253
16 C 6.33397 -2.98169 3.86189  0.000
17 O 6.17767 -1.80022 3.08785  0.000
18 C 7.39204 -1.26082 2.57004  0.000
19 C 7.08117 -0.00352 1.78270  0.000
20 N 6.57413 -0.29249 0.46135  0.000
21 C 6.33306 0.86989 -0.40078  0.000
22 C 4.96052 1.46769 -0.13410  0.000
23 O 3.95218 0.50062 -0.31177  0.000
24 C 2.81428 0.46758 0.50318  0.000
25 H 7.18681 -2.90401 4.54805  0.000
26 H 6.53938 -3.85952 3.24745  0.000
27 H 5.45666 -2.92584 4.50286  0.000
28 H 7.77775 -2.02586 1.88465  0.000
29 H 8.10872 -1.12767 3.38429  0.000
30 H 7.94728 0.65853 1.74287  0.000
31 H 6.40384 0.51947 2.47790  0.000
32 H 5.67763 -0.76094 0.51819  0.000
33 H 6.29737 0.50386 -1.42928  0.000
34 H 7.00786 1.71148 -0.25106  0.000
35 H 4.87576 2.38815 -0.72332  0.000
36 H 4.93901 1.79545 0.91343  0.000
37 H 3.05502 0.03015 1.48284  0.000
38 H 2.05813 -0.15852 0.03643  0.000
39 H 2.53605 1.46142 0.87050  0.000
40 C -2.60409 -1.22564 -5.29829  0.000
41 O -2.66100 0.08026 -4.63507  0.000
42 C -3.37481 0.04939 -3.38671  0.000
43 C -3.92037 1.44521 -3.11052  0.000
44 N -2.90840 2.39196 -2.64556  0.001
45 C -3.46251 3.72343 -2.44628  0.000
46 C -2.64205 4.60527 -1.49140  0.000
47 O -3.22288 5.83552 -1.14569  0.000
48 C -2.67342 6.99426 -1.78899  0.000
49 H -3.21668 -1.10580 -6.18992  0.000
50 H -2.94121 -2.12564 -4.78570  0.000
51 H -1.53797 -1.23827 -5.52403  0.000
52 H -2.65995 -0.34381 -2.64984  0.000
53 H -4.23520 -0.61995 -3.31239  0.000
54 H -4.72607 1.30402 -2.37893  0.000
55 H -4.37321 1.79395 -4.03750  0.000
56 H -2.48633 2.10010 -1.76999  0.000
57 H -4.49241 3.62038 -2.07916  0.000
58 H -3.61195 4.26798 -3.38233  0.000
59 H -1.63234 4.72453 -1.89696  0.000
60 H -2.51438 4.12546 -0.51354  0.000
61 H -3.43907 7.65931 -2.18619  0.000
62 H -1.91536 6.74003 -2.52775  0.000
63 H -2.20638 7.60381 -1.01178  0.000
64 C 0.75329 3.72435 0.35646  0.000
65 O 1.52838 4.65590 0.50584  0.000
66 N -0.20848 3.42237 1.25309  0.000
67 N 0.69138 2.99050 -0.81456  0.000
68 H -0.77583 2.62147 1.02303  0.000
69 H -0.28553 4.02460 2.05376  0.000
70 H 0.02556 2.24591 -0.86993  0.000
71 H 1.60776 2.96270 -1.23883  0.000
72 C 0.65854 -1.94471 3.75100  0.000
73 O 1.57212 -2.24714 4.51328  0.001
74 N -0.63624 -2.29815 3.96800  0.000
75 N 0.87597 -1.07445 2.72871  0.002
76 H -1.31746 -1.82247 3.39688  0.000
77 H -0.67473 -2.48656 4.96285  0.000
78 H 1.81839 -0.99087 2.39298  0.000
79 H 0.09952 -0.98875 2.09528  0.000
80 C -2.23862 -4.42538 0.18883  0.000
81 O -1.91088 -4.16511 -0.98743  0.000
82 N -2.98176 -5.52513 0.42915  0.000
83 N -1.94812 -3.66394 1.26321  0.001
84 H -3.20606 -6.03085 -0.41247  0.000
85 H -3.45057 -5.73945 1.28747  0.000
86 H -2.38131 -4.05930 2.07670  0.000
87 H -1.70842 -2.68514 1.28421  0.000
88 C -4.75924 -2.46637 2.75049  0.005
89 O -4.07483 -1.43768 2.89639  0.046
90 N -4.47498 -3.65655 3.33333  0.005
91 N -5.92273 -2.49415 2.04923  0.001
92 H -5.20843 -4.33670 3.28409  0.000
93 H -3.65168 -3.87697 3.86610  0.000
94 H -6.18738 -1.58651 1.70270  0.000
95 H -6.56182 -3.25958 2.12967  0.000

=====

No. 2
C17H56N16O10 | the ωB97M-V functional and the def2-TZVPD basis

## Properties
- frontier orbital gap (Ha) = 0.3160
- SMILES string = COC[C@H](C)N.COC[C@H](C)N.NC(N)=O.NC(N)=O.NC(N)=O.NC(N)=O.NC(N)=O.NC(N)=O.NC(N)=O.CCO
- ΔE to the lowest compared entry with this formula, charge and spin (kJ/mol) = 85.3

Each line ends with the Mulliken charge.
Atoms and positions in Å:
1 C 0.51141 1.35593 0.37624  -1.039
2 C 0.06996 -0.02149 -0.01340  -0.360
3 O -1.29785 -0.23430 0.13312  -0.219
4 H 0.29611 1.59257 1.41823  0.100
5 H -0.11598 2.04549 -0.18857  0.181
6 H 1.52317 1.26492 -0.01892  0.501
7 H 0.60643 -0.56952 0.76118  -0.058
8 H 0.58205 -0.39902 -0.89845  0.642
9 H -1.40474 -1.09245 -0.28371  0.142
10 C 4.33131 -1.51376 1.85993  0.637
11 O 3.69219 -1.23324 2.85873  -0.758
12 N 4.14631 -1.08164 0.67538  -0.288
13 N 5.40646 -2.26444 2.00003  -0.419
14 H 3.46605 -0.33807 0.60862  0.132
15 H 5.00758 -1.19083 0.15927  0.179
16 H 5.53785 -2.67778 2.91216  0.285
17 H 5.94538 -2.45680 1.16777  0.131
18 C -3.93637 2.30266 -2.68278  0.668
19 O -3.52341 3.19835 -1.96615  -0.692
20 N -3.95990 1.09280 -2.34427  -0.206
21 N -4.08753 2.52880 -3.98254  -0.404
22 H -4.25648 0.48563 -3.09494  0.120
23 H -3.56750 0.81172 -1.45708  0.086
24 H -4.37340 1.69257 -4.47153  0.149
25 H -3.78264 3.38447 -4.42408  0.236
26 C 3.99703 3.94361 2.40388  0.409
27 O 5.04017 4.48005 2.31982  -0.647
28 N 3.28592 3.75930 3.47573  -0.250
29 N 3.50166 3.16294 1.36721  -0.261
30 H 3.49996 4.17900 4.36911  0.185
31 H 2.45820 3.18156 3.51063  0.407
32 H 4.00801 2.97463 0.51384  0.141
33 H 2.59721 2.71391 1.38785  0.277
34 C 0.81554 0.93018 4.23468  0.509
35 O 1.31840 1.87589 3.64899  -0.811
36 N 1.16310 -0.38118 4.14074  -0.406
37 N -0.20853 1.03864 5.04136  -0.362
38 H 2.05390 -0.33511 3.66697  0.324
39 H 0.46994 -1.11151 4.21969  0.234
40 H -0.65468 1.93595 5.16739  0.255
41 H -0.62459 0.19914 5.41849  0.146
42 C -3.40982 1.34981 2.91296  0.533
43 O -3.93252 2.11291 3.73758  -0.742
44 N -2.31521 1.64029 2.21827  -0.051
45 N -3.78089 0.13230 2.69437  -0.090
46 H -1.82019 0.98007 1.63589  -0.004
47 H -1.91264 2.56518 2.26951  0.198
48 H -3.51136 -0.34343 1.84516  0.013
49 H -4.42302 -0.42788 3.23655  0.129
50 C 2.03783 -4.48022 2.50816  0.475
51 O 1.49720 -5.54403 2.24316  -0.726
52 N 3.02523 -4.22239 3.24712  -0.177
53 N 1.75897 -3.32505 1.95576  -0.002
54 H 3.31797 -4.95526 3.87743  0.241
55 H 3.15880 -3.24747 3.47469  0.208
56 H 1.06012 -3.26118 1.22939  0.092
57 H 2.43646 -2.61843 2.20438  -0.147
58 C 3.06986 -0.53402 -3.33500  0.711
59 O 2.32454 0.39551 -3.02117  -0.664
60 N 3.54118 -0.76231 -4.54474  -0.387
61 N 3.62515 -1.41332 -2.47688  -0.383
62 H 3.32428 -0.16786 -5.33195  0.242
63 H 4.28876 -1.42782 -4.68002  0.150
64 H 3.41736 -1.16921 -1.51910  0.184
65 H 4.27838 -2.14385 -2.72123  0.158
66 C -0.24876 3.06236 -3.42200  -1.213
67 C -0.38096 2.25358 -4.65293  0.804
68 C 0.71122 2.47665 -5.69567  -0.843
69 O 0.85212 3.81432 -5.88431  -0.342
70 C 1.83142 4.17175 -6.86343  -0.747
71 N -0.31569 0.85296 -4.16723  -0.818
72 H 0.51100 2.70453 -2.72716  0.215
73 H -1.10797 3.17918 -2.76153  0.250
74 H 0.10652 4.08651 -3.53594  0.388
75 H -1.36456 2.44727 -5.08084  0.254
76 H 0.65523 1.93158 -6.63793  0.472
77 H 1.64928 2.09381 -5.29370  0.173
78 H 1.74395 3.50258 -7.71940  0.298
79 H 2.85562 4.14587 -6.49138  0.291
80 H 1.81405 5.24381 -7.05957  0.260
81 H 0.51417 0.70135 -3.61186  0.324
82 H -1.04682 1.00561 -3.48734  0.380
83 C -2.62864 -4.02314 2.78701  -1.420
84 C -4.05141 -3.49127 2.56762  1.164
85 C -4.40955 -3.38841 1.17802  -0.736
86 O -3.85029 -2.13948 0.66185  -0.127
87 C -4.46551 -1.93087 -0.61162  -0.779
88 N -4.95222 -4.46638 3.23351  -0.774
89 H -2.52473 -4.28310 3.84044  0.385
90 H -1.88966 -3.28500 2.47531  0.171
91 H -2.45648 -4.99502 2.32450  0.338
92 H -4.18748 -2.51912 3.04143  -0.297
93 H -5.49046 -3.25119 1.20830  0.395
94 H -4.05544 -4.25045 0.61269  0.284
95 H -3.70956 -1.48215 -1.25605  0.047
96 H -5.32821 -1.27571 -0.49079  0.354
97 H -4.58305 -2.81463 -1.23871  0.407
98 H -4.93379 -4.25642 4.22127  0.310
99 H -5.85750 -4.18324 2.88650  0.274

=====

The calculation returns the following E_tot values, one per record and in order: -62372.3048, -62854.5933 eV.